[1]
DFT (ωB97M-V/def2-TZVPD) results for the molecule CH3N3S.

Last column: Löwdin charge in e.
Geometry (Å):
C: 0.2219 -0.6501 -0.0900  -0.55
N: 0.8519 -1.7259 0.3916  0.11
N: 2.8654 -0.8327 -0.2770  -0.38
N: 0.8372 0.6355 0.3405  -0.34
S: 2.5511 0.5560 0.0626  0.86
H: 0.1193 -0.5441 -1.2239  0.12
H: -0.7982 -0.4994 0.3194  0.13
H: 0.4053 0.8358 1.2304  0.06

Atoms 1-3, force components in eV/Å:
C -0.65 2.41 -2.03
N 0.36 -1.81 0.70
N 0.32 -0.14 -0.40

Properties
Orbital gap (alpha / beta) (hartree): 0.3004 / 0.2924
LUMO energy (alpha / beta) (eV): -0.9 / -0.8
HOMO (alpha / beta) (eV): -9.05 / -8.76
2S+1: 1

---

[2]
DFT (ωB97M-V/def2-TZVPD) results for a cluster of 2 separate species, CH3N3S in total.

Last column: Löwdin charge in e.
Geometry (Å):
C: 1.1421 0.0634 0.1103  -0.28
N: -0.9661 1.3807 -0.2410  0.15
N: -1.7733 0.6059 -0.0621  -0.78
N: 1.0449 -1.1012 0.5526  0.00
S: -2.7311 -0.5451 0.1890  0.67
H: 1.1672 0.3773 -0.9555  0.06
H: 1.0090 1.0529 0.7138  0.07
H: 1.1074 -1.8339 -0.3070  0.11

Atoms 1-3, force components in eV/Å:
C -0.47 2.93 -0.51
N -2.14 -0.68 0.10
N 3.17 2.85 -0.69

Properties
Structure (SMILES): N#[N+][S-].C=N
Orbital gap (hartree): 0.3762
LUMO energy (eV): 0.4
HOMO (eV): -9.88
2S+1: 1

---

[3]
DFT (ωB97M-V/def2-TZVPD) results for a cluster of 2 separate species, CH3N3S2 in total.

Last column: Löwdin charge in e.
Geometry (Å):
C: 2.2814 2.0064 -0.3305  -0.06
N: 1.2873 1.4885 -0.1337  0.06
N: -0.5975 -0.4742 0.8738  -0.52
N: -0.5311 -1.6482 0.3068  -0.04
S: -2.9433 -0.2794 -0.8024  0.03
S: -1.7592 0.5266 0.5178  0.37
H: 3.2099 2.4845 -0.5100  0.05
H: -1.2275 -1.8892 -0.4087  0.01
H: 0.2800 -2.2150 0.4869  0.11

Atoms 1-3, force components in eV/Å:
C 0.53 0.26 -0.08
N -0.54 -0.23 0.01
N 0.33 -0.58 0.18

Properties
Orbital gap (alpha / beta) (hartree): 0.2940 / 0.2941
LUMO energy (alpha / beta) (eV): -0.1 / -0.1
HOMO (alpha / beta) (eV): -8.06 / -8.06
2S+1: 1

---

In kJ/mol, the relative energy (zero: lowest compared OMol25 entry of this formula, charge and spin) values for the records above are, in order, 439.4 53.3 20.9.
In Eh/bohr, the F_max values for the records above are, in order, 0.0626 0.0839 0.0155.